1) Entry from the OMol25 dataset: C2H9NS as an isolated structure (wB97M-V/def2-TZVPD).

Values from the calculation:
Multiplicity: 1
LUMO energy in eV: 0.567
Highest occupied orbital energy in eV: -7.955

Cartesian coordinates (Å):
S: 1.844 -0.228 0.401
H: 2.782 0.232 1.233
C: -1.375 1.426 -0.099
C: -1.529 0.119 -0.860
N: -0.865 -1.014 -0.143
H: -1.712 2.253 -0.720
H: -0.311 1.614 0.052
H: -1.876 1.357 0.861
H: -1.017 0.162 -1.821
H: -2.597 -0.065 -0.996
H: -1.467 -1.186 0.662
H: -1.001 -1.849 -0.705
H: 0.412 -0.736 0.282

---

2) Entry from the OMol25 dataset: a 2-piece molecular cluster, C2H9NS overall (wB97M-V/def2-TZVPD).

Values from the calculation:
Multiplicity: 1
LUMO energy in eV: 0.921
Highest occupied orbital energy in eV: -8.496

Cartesian coordinates (Å):
C: -0.055 1.763 0.750
S: 1.533 0.888 0.368
C: 1.299 0.732 -1.433
H: 0.063 2.809 0.440
H: -0.313 1.668 1.795
H: -0.779 1.450 0.001
H: 1.890 1.467 -1.975
H: 1.510 -0.326 -1.580
H: 0.311 0.862 -1.894
N: -1.388 -2.824 0.867
H: -0.388 -2.943 0.833
H: -1.711 -2.000 1.334
H: -1.971 -3.544 0.493

---

Short version: 2) is the most stable of them.

---

1) Entry from the OMol25 dataset: an isolated ion of composition C5H13N3O and charge +2 (wB97M-V/def2-TZVPD).

Values from the calculation:
Total charge: +2
Multiplicity: 1
LUMO energy (alpha / beta) in eV: -9.350 / -9.349
Highest occupied orbital energy (alpha / beta) in eV: -17.266 / -17.267

Cartesian coordinates (Å):
C: 2.192 1.453 -1.238
C: 2.189 1.321 0.085
C: 0.164 -0.394 0.043
C: 1.504 -0.252 0.772
C: -2.192 0.125 0.017
N: -0.894 -0.105 0.678
N: 2.375 -1.353 0.659
N: -3.326 -0.716 0.548
O: -2.096 -0.142 -1.379
H: 2.359 0.611 -2.027
H: 1.597 2.251 -1.580
H: 3.212 1.076 0.456
H: 0.268 -0.756 -0.937
H: 1.397 0.025 1.881
H: -2.419 1.159 0.089
H: 2.479 -2.008 -0.140
H: 1.783 1.990 0.790
H: 3.224 -1.444 1.218
H: -4.382 -0.425 0.372
H: -3.194 -0.999 1.544
H: -3.281 -1.646 -0.069
H: -2.959 0.229 -1.783

---

2) Entry from the OMol25 dataset: a 2-piece molecular cluster, C5H13N3O overall (wB97M-V/def2-TZVPD).

Values from the calculation:
Total charge: +2
Multiplicity: 1
LUMO energy in eV: -6.528
Highest occupied orbital energy in eV: -17.487

Cartesian coordinates (Å):
C: -0.250 -0.482 1.933
C: 1.143 -0.269 1.321
C: 1.048 0.202 -0.106
C: 0.612 -0.426 -1.224
N: 0.306 0.525 -2.171
C: 0.398 1.709 -1.591
N: 0.867 1.567 -0.361
N: -0.224 -1.630 2.949
H: -0.672 0.383 2.445
H: -0.997 -0.770 1.197
H: 1.802 0.432 1.842
H: 1.719 -1.193 1.419
H: 0.640 -1.491 -1.388
H: -0.075 0.363 -3.100
H: 0.148 2.625 -2.102
H: 0.964 2.346 0.269
H: 0.236 -2.435 2.527
H: 0.161 -1.328 3.846
H: -1.197 -1.841 3.176
H: -2.397 -0.122 -3.971
H: -2.253 1.363 -3.577
O: -1.980 0.471 -3.331

---

Short version: 2) is the most stable of them.

---

1) Entry from the OMol25 dataset: an isolated ion of composition C2H7N4O and charge +1 (wB97M-V/def2-TZVPD).

Values from the calculation:
Total charge: +1
Multiplicity: 1
LUMO energy in eV: -3.447
Highest occupied orbital energy in eV: -13.908

Cartesian coordinates (Å):
C: 0.812 1.780 -0.314
N: 0.192 0.755 0.526
N: 1.210 -0.356 0.677
N: 0.654 -1.393 -0.003
C: -0.560 -1.241 -0.198
N: -1.585 -1.912 -0.669
O: -0.961 0.149 0.045
H: 0.012 2.441 -0.418
H: 1.716 2.046 0.243
H: 1.068 1.265 -1.236
H: 0.090 1.331 1.312
H: 1.262 -0.653 1.726
H: -1.447 -2.826 -1.138
H: -2.463 -1.387 -0.552

---

2) Entry from the OMol25 dataset: an isolated ion of composition C2H7N4O and charge +1 (wB97M-V/def2-TZVPD).

Values from the calculation:
Total charge: +1
Multiplicity: 1
LUMO energy in eV: -3.922
Highest occupied orbital energy in eV: -14.010

Cartesian coordinates (Å):
H: 0.493 -2.513 3.499
N: -0.263 -2.201 2.924
N: 0.050 -1.798 1.803
N: -0.953 -1.151 1.096
C: -0.525 -0.241 0.114
N: -1.320 0.562 -0.607
O: 0.740 -0.179 0.001
C: 1.587 0.824 -0.608
H: -1.909 -1.189 1.267
H: -2.376 0.451 -0.708
H: -0.998 1.434 -0.838
H: 2.489 0.814 0.094
H: 0.992 1.777 -0.760
H: 1.995 0.424 -1.532

---

Short version: 2) is the most stable of them.

---

1) Entry from the OMol25 dataset: an isolated ion of composition C2H7N4O and charge +1 (wB97M-V/def2-TZVPD).

Values from the calculation:
Total charge: +1
Multiplicity: 1
LUMO energy in eV: -3.837
Highest occupied orbital energy in eV: -14.399

Cartesian coordinates (Å):
C: 0.829 1.920 0.668
N: -0.287 0.923 0.432
O: -0.457 0.570 -0.854
N: 0.112 -0.438 1.237
N: -0.020 -1.486 0.512
C: -0.266 -1.618 -0.667
N: -0.360 -2.192 -1.806
H: 0.656 2.809 0.047
H: 0.632 2.439 1.633
H: 1.687 1.207 0.526
H: -1.221 1.087 0.863
H: -0.546 -0.547 2.036
H: 0.504 -2.704 -2.232
H: -1.263 -1.971 -2.395

---

2) Entry from the OMol25 dataset: an isolated ion of composition C2H7N4O and charge +1 (wB97M-V/def2-TZVPD).

Values from the calculation:
Total charge: +1
Multiplicity: 1
LUMO energy in eV: -4.316
Highest occupied orbital energy in eV: -13.301

Cartesian coordinates (Å):
N: -1.641 -0.087 0.413
C: -0.213 0.550 0.465
C: 0.903 0.127 -0.476
N: 2.064 0.245 0.369
O: 2.973 -0.850 0.216
N: 1.352 -0.061 1.930
N: 0.209 0.215 1.815
H: -2.194 0.328 1.262
H: -1.510 -1.060 0.433
H: -2.230 0.484 -0.285
H: -0.317 1.663 0.689
H: 0.872 -0.893 -0.908
H: 1.073 0.833 -1.198
H: 3.892 -0.491 0.478

---

Short version: 2) is the most stable of them.

---

1) Entry from the OMol25 dataset: a 3-piece molecular cluster, C4H14N3O overall (wB97M-V/def2-TZVPD).

Values from the calculation:
Total charge: +1
Multiplicity: 1
LUMO energy in eV: -8.474
Highest occupied orbital energy in eV: -12.703

Cartesian coordinates (Å):
C: -0.385 -0.343 1.425
C: -1.037 0.417 0.280
C: -0.086 1.152 -0.673
C: -0.418 2.390 -1.202
N: 0.583 3.118 -1.846
N: 1.233 0.829 -0.627
N: -0.876 -1.693 1.631
H: -0.395 0.093 2.429
H: 0.690 -0.427 1.120
H: -1.817 1.126 0.535
H: -1.512 -0.375 -0.301
H: -1.379 2.842 -1.066
H: 1.784 1.238 -1.389
H: 0.253 3.568 -2.699
H: 0.887 3.906 -1.261
H: 1.275 -0.242 -0.712
H: 0.746 -1.770 -1.080
H: -0.754 -2.010 2.577
H: -0.631 -2.323 0.889
H: 0.828 -3.679 0.211
H: 0.391 -5.176 0.563
O: 0.597 -4.301 0.900

---

2) Entry from the OMol25 dataset: a 2-piece molecular cluster, C4H14N3O overall (wB97M-V/def2-TZVPD).

Values from the calculation:
Total charge: +1
Multiplicity: 1
LUMO energy in eV: -2.967
Highest occupied orbital energy in eV: -14.101

Cartesian coordinates (Å):
C: -2.396 -0.347 -0.124
C: -2.711 0.992 -0.689
O: -1.022 -0.668 -0.233
H: -2.612 -0.416 1.023
H: -3.002 -1.122 -0.617
H: -3.816 0.948 -0.744
H: -0.711 -0.858 -1.191
H: -2.348 1.011 -1.736
H: -2.564 1.913 -0.151
C: 2.301 -0.382 -1.229
C: 1.394 0.005 0.938
N: 1.934 0.446 -0.150
N: 0.894 -1.288 1.071
N: 1.115 1.030 1.845
H: 2.172 1.470 -0.310
H: 0.300 -1.680 0.314
H: 1.089 -1.782 1.887
H: 1.836 1.866 1.957
H: 0.556 0.730 2.712
H: 3.444 -0.249 -1.378
H: 1.922 -0.154 -2.193
H: 2.225 -1.465 -1.002

---

Short version: 2) is the most stable of them.

---

1) Entry from the OMol25 dataset: an isolated ion of composition C6H12N and charge +1 (wB97M-V/def2-TZVPD).

Values from the calculation:
Total charge: +1
Multiplicity: 1
LUMO energy (alpha / beta) in eV: -4.184 / -3.903
Highest occupied orbital energy (alpha / beta) in eV: -12.262 / -12.642

Cartesian coordinates (Å):
C: 1.792 -0.103 -0.090
C: 2.906 0.554 0.017
C: 0.843 -1.217 0.053
C: -0.460 0.728 -0.434
C: -1.070 1.887 0.230
C: -1.748 -1.393 -0.129
N: -0.519 -0.639 0.195
H: 3.180 1.572 -0.409
H: 3.725 0.269 0.522
H: 1.026 -1.935 -0.884
H: 1.167 -1.971 0.797
H: -0.170 0.700 -1.506
H: -1.956 2.270 -0.201
H: -0.558 2.793 0.050
H: -1.427 1.633 1.212
H: -1.645 -2.364 0.523
H: -2.589 -0.882 0.040
H: -1.703 -1.575 -1.143
H: -0.795 -0.328 1.157

---

2) Entry from the OMol25 dataset: a 2-piece molecular cluster, C6H12N overall (wB97M-V/def2-TZVPD).

Values from the calculation:
Total charge: +1
Multiplicity: 1
LUMO energy in eV: -4.973
Highest occupied orbital energy in eV: -13.801

Cartesian coordinates (Å):
C: 1.341 2.575 -0.407
C: 0.529 1.861 -0.970
C: -1.532 -1.259 0.022
C: 1.054 -1.393 -0.101
C: -0.116 0.221 1.500
C: -0.208 -0.656 0.375
N: -0.313 0.867 -1.360
H: 2.036 3.351 -0.085
H: -2.381 -0.713 0.486
H: -1.748 -1.450 -1.032
H: -1.307 -2.295 0.578
H: 0.899 -1.942 -1.045
H: 1.761 -2.003 0.495
H: 1.627 -0.518 -0.441
H: -0.061 1.313 1.249
H: -0.939 0.340 2.258
H: 0.706 0.085 2.021
H: -0.044 0.402 -2.190
H: -1.305 1.213 -1.352

---

3) Entry from the OMol25 dataset: an isolated ion of composition C6H12N and charge +1 (wB97M-V/def2-TZVPD).

Values from the calculation:
Total charge: +1
Multiplicity: 1
LUMO energy (alpha / beta) in eV: -5.731 / -5.731
Highest occupied orbital energy (alpha / beta) in eV: -14.973 / -14.973

Cartesian coordinates (Å):
C: -1.588 1.171 0.331
N: -0.926 -0.052 0.027
C: -1.122 -1.608 0.018
C: 0.317 -1.741 -0.186
C: 0.478 -0.227 -0.097
C: 0.927 0.526 -1.370
C: 1.074 0.354 1.213
H: -0.825 1.821 0.354
H: -2.201 1.114 1.351
H: -2.392 1.358 -0.453
H: -1.962 -2.281 0.119
H: 0.836 -2.256 0.572
H: 0.586 -2.238 -1.081
H: 0.682 1.568 -1.383
H: 0.283 0.084 -2.115
H: 1.994 0.502 -1.764
H: 2.128 0.117 1.274
H: 0.576 0.278 2.226
H: 1.135 1.510 0.962

---

Short version: 3) is the most stable of them.